[1]
44
Properties=species:S:1:pos:R:3:nbo_charge:R:1 method="wB97M-V/def2-TZVPD" spin_multiplicity=1 total_charge=+1 e_above_lowest_kj_mol=0.0 lumo_ev="-4.81 / -4.81" homo_lumo_gap_ev="5.34 / 5.28" e_homo_ha="-0.3731 / -0.3710"
H 0.7024 2.9338 -3.1061 0.28
H 0.2624 -1.5111 4.8530 0.24
H 3.2409 -1.1066 3.7703 0.23
C -2.1225 1.4021 -1.8114 0.27
H 1.2575 -1.4270 -2.4012 0.51
H 3.9276 -1.3588 2.1622 0.25
O -3.5938 0.1194 -0.5577 -0.55
C -0.7650 1.8074 -2.0195 0.21
H -3.6428 -0.9022 -0.5352 0.50
C -3.2805 2.0978 -2.4447 -0.70
O 2.6105 0.0577 0.2585 -0.64
N -0.4208 -1.3986 2.0348 -0.22
N 0.1242 1.1232 -1.2768 -0.18
H -0.9054 2.8607 -3.8782 0.25
H -1.3490 -2.6741 0.3030 0.24
C 0.7269 -2.1549 4.0955 -0.67
H -0.6403 3.9003 -2.4485 0.26
H -1.8423 -3.6726 -1.0643 0.25
C -0.3757 2.9367 -2.9160 -0.69
C 3.2068 -0.7640 2.7360 -0.67
H 1.7439 -2.3771 4.4295 0.23
H -3.5710 -2.5896 0.4869 0.52
H 0.1662 -3.0930 4.0525 0.25
C -1.9201 -2.6600 -0.6476 -0.29
N 1.5699 -0.3561 0.9513 -0.22
H -0.9045 2.1506 0.9429 0.40
C 1.8382 -0.8614 2.1830 0.16
H 3.5580 0.2715 2.7095 0.25
N -2.2748 0.3731 -0.9534 -0.25
H -4.2017 1.8652 -1.8996 0.28
H -1.7616 1.1517 1.9620 0.42
Sc -0.4985 -0.5159 0.0362 1.58
O -1.5254 -1.8817 2.4931 -0.56
H -3.1274 3.1848 -2.4507 0.25
N -0.8742 1.2731 1.4644 -1.05
O -3.3731 -2.4143 -0.4395 -0.71
H -0.1170 1.2997 2.1546 0.42
H -3.3971 1.7897 -3.4949 0.27
H -1.5351 -1.9532 -1.4114 0.19
H 1.9650 0.9781 -0.7769 0.51
O 1.4254 1.5477 -1.4541 -0.53
C 0.7239 -1.4847 2.7805 0.14
H 2.0152 -1.6663 -1.0732 0.53
O 1.1359 -1.8028 -1.5056 -0.94



[2]
77
Properties=species:S:1:pos:R:3:mulliken_spin:R:1 method="wB97M-V/def2-TZVPD" spin_multiplicity=4 s_squared=3.772 total_charge=+2 e_above_lowest_kj_mol=69.0 lumo_ev="-5.51 / -6.60" homo_lumo_gap_ev="6.81 / 5.96" e_homo_ha="-0.4529 / -0.4616"
H 1.5373 2.2331 -1.0128 0.00
C 3.4135 -0.4283 -0.5078 -0.03
H -1.4208 -4.9440 1.5622 0.00
H -4.8467 -0.1452 -5.4959 0.00
C -4.1521 -2.0926 2.6025 0.00
C -2.4844 0.6249 -2.2342 0.06
C 5.3560 -0.0189 1.4302 0.00
H -0.3507 -1.2606 -3.2131 0.00
H -5.6721 1.3063 -4.9460 0.00
H -2.7840 0.8750 -4.3452 0.00
H -6.2573 -0.0674 -2.0967 0.00
H -6.3245 -0.2731 -4.5300 0.00
N 3.0823 -0.1947 0.7869 0.03
H -3.9057 -2.1912 0.4800 0.00
C 4.0266 -0.0092 1.7391 0.00
N -1.2278 1.2894 -2.2785 -0.02
C -4.5909 0.2910 -3.3999 0.03
H -4.9219 -0.1938 -0.0669 0.00
N -0.2771 1.2196 -1.3156 0.02
N -1.4866 1.1169 2.5089 -0.02
C -0.7724 -4.0689 4.2726 0.00
H 5.0273 -0.6202 -1.8844 0.00
C -3.2446 0.6060 -3.4020 -0.02
H 6.7863 -0.2317 -0.1715 0.00
C 0.2753 -1.4543 3.8091 0.01
C 0.2087 -1.9938 5.0761 0.00
C 0.3391 2.1792 2.0556 0.00
C 0.6649 2.1138 -1.6310 -0.02
H -1.5224 2.5150 -3.9950 0.00
C -2.8064 -0.5517 1.3055 0.03
H -0.3536 -3.6548 6.3176 0.00
H -1.1543 -5.0658 4.4487 0.00
Re -0.2005 -0.2677 0.1536 2.36
N -0.5439 -1.9371 -1.2281 -0.02
C -3.6480 -1.6628 1.3889 0.00
H -2.6068 0.0951 4.6393 0.00
H -5.1256 -1.1551 5.4610 0.00
C -5.4012 0.2865 -4.6634 0.00
S -1.2696 -3.5266 -3.0605 0.00
C -1.4316 2.1582 3.3605 0.03
O 1.8119 -0.1421 1.1660 0.08
C -0.3169 -3.2753 5.3054 0.00
C -0.8041 -3.0715 0.8393 0.02
C 4.7739 -0.4385 -0.8507 -0.01
C -0.2781 2.8660 3.0964 0.00
H -4.8969 -2.8460 5.0242 0.00
C -0.8871 2.2442 -3.1716 0.03
H 6.0861 0.1347 2.2103 0.00
C -2.4376 0.0622 2.5078 -0.01
C -0.2102 -2.2349 2.7634 0.00
H -2.2158 2.3523 4.0717 0.00
H -1.7524 -5.0539 -1.2116 0.00
C -3.8239 -1.4468 3.7928 0.01
C -1.3896 -4.0654 -1.4446 0.00
N -2.2342 -0.1066 0.0865 0.15
N -0.3040 -1.9814 1.4049 0.01
N -0.3994 1.1278 1.6994 0.04
H 1.2671 2.3943 1.5547 0.00
H 0.7057 -0.4801 3.6164 0.00
N -1.0525 -4.0256 1.7498 0.01
C -0.9590 -3.0949 -0.5965 0.01
C -0.7032 -3.5262 2.9958 -0.01
C -5.1838 0.0604 -2.1575 -0.02
C -2.9403 -0.3801 3.7245 0.00
H 0.5827 -1.4263 5.9179 0.00
C 5.7402 -0.2304 0.1020 0.00
C -3.0293 0.1482 -1.0194 -0.04
C -4.4301 -0.0126 -1.0091 0.03
C -0.6518 -2.0349 -2.5223 -0.02
C -4.3937 -1.8853 5.1106 0.00
S 2.1615 -0.6846 -1.6326 0.26
H -3.6150 -1.9607 5.8698 0.00
H -4.8115 -2.9517 2.6315 0.00
C 0.3176 2.7898 -2.7903 0.00
H 3.6443 0.1431 2.7371 0.00
H 0.0649 3.7574 3.5911 0.00
H 0.8686 3.5691 -3.2862 0.00



[3]
54
Properties=species:S:1:pos:R:3:nbo_charge:R:1 method="wB97M-V/def2-TZVPD" spin_multiplicity=1 smiles=c1ccc2c(C[C@@H]3CNCCN3CC3CCCCC3)cccc2c1 e_above_lowest_kj_mol=0.0 lumo_ev=0.57 homo_lumo_gap_ev=8.47 e_homo_ha=-0.2901
H 0.7213 3.4142 0.6719 0.19
H -1.5971 2.5974 -2.3819 0.19
H -1.0707 4.6338 1.9777 0.19
N -0.0112 1.1924 -0.7127 -0.47
H -2.2274 3.7087 2.9379 0.21
H 0.7059 0.3953 1.0581 0.19
H -0.8177 -0.6357 -0.2150 0.20
H -1.0514 1.6063 2.3628 0.19
H -0.4593 4.7228 4.3730 0.21
H -0.4624 0.3404 -3.8240 0.34
C 0.3380 -2.4628 -1.7731 0.00
H 1.3863 4.7279 2.7298 0.19
H 0.0355 -5.7512 2.3943 0.21
C 0.0964 -5.0872 1.5444 -0.22
C -0.2643 -5.5165 0.2994 -0.17
H 1.3794 1.6992 3.1007 0.19
C 0.7568 -1.0304 -1.6435 -0.46
H 0.0369 -2.3103 -3.8740 0.20
C 0.5685 2.5189 1.2833 -0.22
H 1.9342 1.2901 0.1372 0.17
C -1.1912 3.7401 2.5946 -0.39
H 1.0058 -1.9171 0.8229 0.21
C -0.4051 -0.1473 -1.1056 -0.04
H 1.0694 -0.6604 -2.6223 0.21
H 2.5462 2.6212 2.1486 0.20
H -0.9043 -6.1223 -2.2188 0.21
H -1.5426 2.4501 0.8928 0.22
C 0.3998 2.0175 -1.8315 -0.23
C 1.5073 2.5944 2.4869 -0.40
C 1.2041 3.8316 3.3275 -0.39
C 0.2679 -3.3221 -0.6414 0.01
C -0.2492 3.8220 3.7923 -0.40
H 0.6227 3.0192 -1.4602 0.20
C 0.6400 -2.9187 0.6596 -0.21
C -1.5389 -0.0240 -2.1410 -0.23
C -0.8830 2.5018 1.7597 -0.40
N -1.1971 0.7936 -3.2872 -0.61
C -0.7434 2.0985 -2.8493 -0.23
H -0.4148 2.9591 4.4416 0.19
H 1.3141 1.6319 -2.3204 0.16
C -0.1882 -4.6576 -0.8173 -0.08
C 0.8707 1.2775 0.4340 -0.19
C -0.5565 -5.1059 -2.1022 -0.18
C -0.0231 -2.9519 -3.0054 -0.21
C 0.5565 -3.7750 1.7220 -0.21
H -0.4323 2.6779 -3.7213 0.20
H -0.7451 -4.6087 -4.1638 0.21
H 1.8716 3.8651 4.1914 0.21
H 0.8487 -3.4441 2.7083 0.21
C -0.4696 -4.2680 -3.1763 -0.21
H -0.6144 -6.5277 0.1466 0.21
H -1.8352 -1.0160 -2.4869 0.21
H 1.6095 -0.9356 -0.9689 0.22
H -2.3979 0.4476 -1.6553 0.20



[4]
122
Properties=species:S:1:pos:R:3:mulliken_charge:R:1 method="wB97M-V/def2-TZVPD" spin_multiplicity=1 total_charge=+1 e_above_lowest_kj_mol=0.0 lumo_ev=-2.37 homo_lumo_gap_ev=7.63 e_homo_ha=-0.3673
H 4.0376 -1.8804 1.0802 0.47
H -4.0246 4.6747 -0.2896 0.44
C -4.1308 3.7007 0.1873 -1.70
H 1.7721 -2.3831 5.5325 0.38
H 0.2590 -2.6722 6.3895 0.46
H -0.2693 -4.2301 2.9735 0.29
C -4.1161 -0.7514 3.7102 1.05
C 0.0218 -2.4858 4.2470 1.39
H 3.4374 -1.3863 -0.5102 0.16
C 5.2178 3.3563 -4.2358 -0.85
H -2.0188 3.3734 0.2997 -2.20
O -2.5856 0.6895 -1.8398 -0.53
H -3.9060 0.5724 5.4124 0.35
N -0.1495 -1.1143 2.1348 0.88
H -2.4006 5.3849 1.6101 0.41
C 4.3053 2.4203 -3.7564 -0.02
H -3.9842 -1.1428 5.8445 0.44
H -4.8477 -3.6661 -0.5006 0.36
H -2.8547 -3.8658 1.7998 -0.15
C -3.4826 0.2000 2.7391 0.22
H 4.3331 0.1941 2.8284 0.36
N -1.7128 -1.8995 0.3496 0.85
C -1.3073 -1.6703 -4.1522 -1.66
H -4.6883 -2.5005 0.8246 0.25
Cl 0.3926 4.6076 -0.1462 -0.36
H -0.3116 -4.5721 4.7095 0.44
H 6.2158 0.9474 -0.8787 0.43
H 2.7245 0.7567 0.2802 -1.20
H 6.7170 1.7886 -2.3649 0.50
O 0.5000 2.3420 1.9632 -0.08
H -1.7948 4.1438 2.7178 0.30
H 0.6426 2.0770 -5.3742 0.58
C 4.6842 3.4866 -1.1189 -1.40
B -1.6319 -1.3748 1.8013 -0.02
H 1.2060 2.6762 3.8944 0.43
C 5.1983 3.7421 -5.5643 -0.92
H 5.9525 3.7879 -3.5666 0.31
In -0.3944 0.8388 -0.1947 1.56
N -1.0113 -1.3182 -0.6598 0.36
H 5.9406 0.1892 -2.4600 0.31
H -5.9919 -0.8242 2.6215 0.35
C -3.5954 -0.4303 5.1172 -1.62
C -3.8255 1.5262 2.5256 -0.94
C -5.6396 -0.6319 3.6351 -1.71
C 0.7092 1.0064 -5.1888 -1.58
H 3.1451 -0.6682 -5.8250 0.50
H -2.0631 -4.0779 -2.0331 0.54
C 0.4343 2.1109 3.3681 -0.66
H -4.3105 2.9522 -0.5839 0.35
H -3.0994 -0.1241 -1.9041 0.20
H 0.0295 -4.0117 -3.2397 0.44
H -3.8365 -1.7741 3.4545 -0.14
H 3.5348 -1.3209 -4.2142 0.28
C -2.8661 3.3725 0.9820 3.42
H 1.9282 -1.5912 -4.9060 0.20
H -4.9993 3.7328 0.8451 0.38
H -5.2196 -4.1546 1.1616 0.41
Si -0.0587 3.1172 -1.4739 0.83
C -2.8851 -5.4422 0.3650 -1.80
H 1.0152 -2.9981 -4.2892 0.60
H -3.5171 4.5360 2.6855 0.38
Cl -1.8021 3.5853 -2.4146 -0.41
H -0.7678 -1.4957 -5.0832 0.43
C 3.9212 -1.0353 0.4021 -1.44
C -1.8241 -3.2504 -1.3899 -0.45
C 0.7135 -2.1265 5.5634 -1.80
H 1.4049 -3.1336 -2.5679 0.26
H -4.6114 2.0864 2.9999 0.60
H 0.2939 -0.9819 -2.8801 -1.78
C -3.0980 -3.9767 0.7426 1.09
P 2.1093 0.6484 -4.0070 2.00
H 4.9146 -0.6736 0.1420 0.35
C -2.9393 2.0006 1.5614 -1.10
H -1.9505 -0.8093 -3.9683 0.32
H 4.0072 4.2735 -1.4480 0.36
C 3.3700 1.8396 -4.6512 0.10
P 4.2786 1.8979 -1.9869 1.69
N -2.4395 -0.0806 1.9411 1.08
H -1.9349 -2.5529 -4.2826 0.35
H 3.3199 1.6238 2.5686 0.25
H -0.2266 0.6847 -4.7290 0.15
C 4.2942 3.1666 -6.4403 -0.90
H 5.7142 3.8084 -1.2758 0.43
C -4.5580 -3.5474 0.5440 -1.50
C 1.9084 -1.3214 2.9050 -0.64
N 0.6688 -0.4265 1.2998 -0.01
H -2.8880 1.2755 -2.5426 0.27
C 3.0913 0.0766 1.0592 2.65
C -2.2173 -3.0781 -0.0731 -0.53
C 5.9642 1.1368 -1.9218 -1.54
H -0.5457 2.3796 3.7721 0.30
H 2.6944 1.7801 -6.6946 0.36
H 0.3822 3.2831 1.7962 0.05
C 2.7511 -0.8803 -4.8312 -1.35
C 0.5897 -3.0787 -3.2896 -1.82
C 3.9255 0.8654 2.0721 -1.63
C 0.5834 -1.6649 3.1247 0.00
H 4.2967 3.4603 -7.4817 0.42
H -3.4548 -6.0854 1.0346 0.46
H 5.8944 4.4900 -5.9201 0.41
H 1.2314 -4.2548 3.9077 0.37
H 0.6221 -1.0596 5.7694 0.33
H -2.0566 -2.1951 2.5363 -0.58
C -1.0543 -2.1295 -1.7136 -1.11
H -6.1125 -1.3514 4.3023 0.47
H 4.5341 3.3339 -0.0480 0.36
H 2.7612 -1.5854 3.5048 0.57
Cl 1.3522 3.3263 -2.8905 -0.23
H -1.8322 -5.7121 0.4477 0.39
N -2.1062 1.0129 1.2143 0.32
C 3.3927 2.2175 -5.9917 -0.84
H -2.5051 -0.4713 5.1413 0.31
C 1.9142 -0.5411 1.7447 -1.11
C -2.6258 4.4224 2.0688 -1.54
H -3.2135 -5.6462 -0.6542 0.32
C 0.1772 -3.9789 3.9368 -1.63
H 0.6010 1.0484 3.5325 -0.06
H -1.0411 -2.2660 4.3558 -0.53
H 4.7595 1.3605 1.5741 0.45
C -0.3231 -1.8816 -2.9970 3.14
H -5.9634 0.3673 3.9248 0.32
H 0.8316 0.4794 -6.1354 0.48



[5]
94
Properties=species:S:1:pos:R:3:mulliken_spin:R:1 method="wB97M-V/def2-TZVPD" spin_multiplicity=2 s_squared=0.767 total_charge=+3 e_above_lowest_kj_mol=0.0 lumo_ev="-8.50 / -11.85" homo_lumo_gap_ev="7.51 / 4.15" e_homo_ha="-0.5883 / -0.5882"
H -2.2945 0.2750 1.4929 0.00
C -2.2374 -2.1629 -2.0788 0.00
C -0.3831 0.0250 -3.8128 0.00
Sb 0.2332 -0.9135 0.8836 0.06
C -1.3410 -2.2855 1.2560 0.00
C -4.3763 -1.1271 -1.4400 0.00
H 1.7284 -0.3280 -3.8710 0.00
C -2.9113 -0.4369 2.0490 0.00
H 4.6872 -4.9318 1.0683 0.00
C 0.3036 2.7226 -3.7765 0.00
C -5.1490 -0.0878 -0.9858 0.00
H -1.8132 3.0927 -3.7081 0.00
C -0.2940 3.3952 -0.1653 0.00
C 2.1105 4.0465 0.0584 0.00
N -2.3573 0.1215 -1.1499 0.00
H 4.2216 4.4296 0.2334 0.00
C 0.0178 -0.9919 5.3057 0.24
C 0.7914 0.0655 5.8163 0.08
H -4.8289 -2.0581 -1.7522 0.00
H 2.0221 1.7157 5.2759 0.00
H 1.5098 1.7401 1.6690 -0.01
C -1.0406 2.3337 -3.7261 0.00
C -1.3924 0.9936 -3.8070 0.00
H 4.0295 0.1578 -1.8706 0.00
C -3.5962 -2.8314 1.8644 0.00
Ru -0.2714 0.7303 -1.1313 0.00
C 1.7535 -2.7070 -1.7032 0.00
H 0.5485 3.7781 -3.8028 0.00
C -4.5098 1.0879 -0.6143 0.00
C -3.1379 1.1654 -0.7096 0.00
H -0.7182 -2.0356 3.5762 0.05
H 0.8942 0.2015 6.8837 0.01
H -2.4330 0.7049 -3.8736 0.00
C -2.2344 4.7714 0.0586 0.00
C -2.9866 -1.0054 -1.5148 0.00
C 3.3148 -3.8955 -0.2068 0.00
H 3.4296 1.3548 -3.9492 0.00
H -2.7442 -0.2471 3.1121 0.00
H 2.3535 -0.3797 -1.6562 0.00
H 1.4226 -3.6490 -2.1427 0.00
C 2.0097 1.6193 2.6261 0.06
H 1.8095 5.0194 0.4171 0.00
C -2.0834 -4.5850 1.2222 0.00
H -2.4575 -2.2589 -3.1444 0.00
H -2.5623 -3.0827 -1.5954 0.00
H 2.9965 1.1746 2.4260 0.06
C -0.1236 -1.1907 3.9033 0.16
H -2.6894 5.7427 0.1949 0.00
C 3.7900 2.4451 -0.4533 0.00
H 0.9087 -2.0224 -1.7084 0.00
C -2.4266 2.4200 -0.3464 0.00
C 3.4565 3.7132 -0.0322 0.00
H 3.0374 2.9689 -3.3238 0.00
C 1.8890 -2.2612 0.8268 0.00
C 2.7946 1.5290 -0.7939 0.01
C -1.0859 -3.6406 1.0393 0.00
C -0.8513 4.6469 0.0297 0.00
C 3.1829 0.1413 -1.1851 0.00
H -0.2221 5.5195 0.1235 0.00
N 1.4958 1.8560 -0.7395 0.00
H 2.1808 -2.0584 2.9593 0.04
H -0.1042 -3.9706 0.7218 0.00
H 2.8755 2.6172 -5.0333 0.00
H 3.4934 -0.4302 -0.3075 0.00
H 3.6317 -4.4270 -1.0957 0.00
H -0.4740 -1.6759 5.9859 -0.01
H -6.2247 -0.1768 -0.9228 0.00
C -2.6033 -1.8679 1.6970 0.00
H 2.1930 2.5872 3.0904 0.02
H -1.8764 -5.6321 1.0496 0.00
C 2.4946 -2.5566 2.0516 -0.02
C 3.9097 -4.1831 1.0080 0.00
H -0.6187 -1.0233 -3.9439 0.00
C 2.3144 -2.9294 -0.3275 0.00
C 2.7445 2.1960 -4.0354 0.00
H -1.1689 -2.0631 -1.9519 0.00
H -4.1029 3.7500 -0.1914 0.00
C 1.2668 0.7076 3.5120 0.03
H -4.5784 -2.5236 2.2023 0.00
H 2.5121 -2.2979 -2.3732 0.00
C 3.4987 -3.5062 2.1468 0.00
H -3.9558 -0.2028 1.8504 0.00
C 0.4707 -0.3599 2.9910 0.11
H -4.1323 -4.9022 1.7758 0.00
C -3.3460 -4.1745 1.6277 0.00
H 3.9456 -3.7273 3.1065 0.00
N -1.0877 2.3169 -0.3117 0.00
C 1.1620 3.1098 -0.2977 0.00
C -3.0290 3.6526 -0.1462 0.00
C 1.4081 0.8944 4.9295 0.13
C 0.9503 0.4215 -3.7842 0.00
H 4.8247 2.1410 -0.5323 0.00
H -5.0802 1.9279 -0.2478 0.00
C 1.3156 1.7775 -3.8447 0.00



[6]
16
Properties=species:S:1:pos:R:3:nbo_charge:R:1 method="wB97M-V/def2-TZVPD" spin_multiplicity=1 smiles="N#CC(N)=O.C=CC" e_above_lowest_kj_mol=351.3 lumo_ev=-0.56 homo_lumo_gap_ev=9.14 e_homo_ha=-0.3566
H -0.0991 -0.3365 2.0153 0.22
H -1.5124 -0.7628 -1.4008 0.24
C 1.2637 0.6479 -1.0294 0.08
N 1.9351 0.2369 -1.8767 -0.42
C -0.8356 -1.5769 -1.1320 -0.69
H -1.6295 -0.1309 1.0421 0.24
N 0.9086 2.0416 1.0397 -0.82
H 1.7378 1.5315 1.3015 0.40
H -0.1639 -1.7664 -1.9668 0.25
H 0.8884 -1.6826 0.2283 0.21
O -0.9071 1.9250 -0.3640 -0.57
C 0.0486 1.4140 0.1518 0.71
H 0.4331 2.5243 1.7911 0.39
C -0.0836 -1.2261 0.0928 0.05
H -1.4142 -2.4862 -0.9342 0.25
C -0.5700 -0.3528 1.0413 -0.53



Values of F_max, in order: 3.954, 1.028, 0.565, 0.809, 0.734, 4.509, all in eV Å⁻¹.
Values of energy, in order: -1842.36300, -2793.39658, -965.84373, -4535.69063, -2239.68310, -379.95439, all in a.u..